Entry from the OMol25 dataset: C26H29ClMnNO2P2S2 as an isolated structure in a non-equilibrium geometry (ωB97M-V/def2-TZVPD).

Atoms and positions in Å:
Mn1 -5.72395 -15.34425 -1.03187
C1 -2.66165 -12.87005 -2.69238
P1 -0.84326 -12.66218 -2.66861
C2 -0.69356 -12.55377 -4.57369
C3 -0.08512 -14.38312 -2.31231
C4 0.59037 -15.10276 -3.28005
C5 1.19855 -16.23419 -2.88213
C6 1.06733 -16.77144 -1.59022
C7 0.29127 -16.11706 -0.61926
C8 -0.21864 -14.84146 -0.95865
P2 -1.08341 -13.77028 0.20847
C9 0.35049 -13.52001 1.31483
C10 -2.03573 -14.98187 1.22307
H1 -2.94173 -13.87326 -3.07331
H2 -3.02568 -12.21855 -3.49091
H3 -3.22103 -12.59140 -1.88109
H4 -1.05348 -13.50207 -5.08123
H5 0.30956 -12.30003 -4.80755
H6 -1.40113 -11.76210 -4.81608
H7 0.68807 -14.67040 -4.24262
H8 1.82714 -16.84015 -3.57060
H9 1.50899 -17.77164 -1.32376
H10 0.34173 -16.49356 0.40336
H11 0.98881 -14.30975 1.67785
H12 -0.02569 -12.98920 2.29680
H13 0.93736 -12.77576 0.79348
H14 -1.46147 -15.91644 1.41960
H15 -2.97307 -15.21098 0.68535
H16 -2.24937 -14.52720 2.19103
C11 -5.48978 -19.11919 1.17310
C12 -5.14957 -18.04640 0.17056
O1 -5.54991 -16.93008 0.34652
C13 -4.15608 -18.29833 -0.93317
C14 -3.84483 -19.62422 -1.31394
C15 -2.78462 -19.85378 -2.14934
C16 -2.07580 -18.76158 -2.70836
C17 -2.43316 -17.45209 -2.37494
C18 -3.53249 -17.19490 -1.51682
O2 -3.90818 -15.98300 -1.41898
H17 -5.20969 -20.14646 0.95927
H18 -6.61303 -19.13252 1.26408
H19 -5.18325 -18.73443 2.13204
H20 -4.35683 -20.48659 -1.01201
H21 -2.44159 -20.87169 -2.31659
H22 -1.27449 -18.90697 -3.45863
H23 -2.03106 -16.54331 -2.81745
S1 -6.59154 -14.48051 -3.52148
C19 -7.84405 -15.59131 -2.97135
N1 -7.63817 -16.28237 -1.84791
C20 -8.70576 -17.09841 -1.54193
C21 -8.69161 -17.93133 -0.38546
C22 -9.67814 -18.86800 -0.28555
C23 -10.75086 -18.90589 -1.15719
C24 -10.84276 -17.96621 -2.19675
C25 -9.79038 -17.06189 -2.37859
S2 -9.47968 -15.89306 -3.60185
H24 -7.85861 -17.74097 0.25973
H25 -9.57227 -19.55402 0.48998
H26 -11.40835 -19.78034 -1.17228
H27 -11.69671 -17.96890 -2.82193
Cl1 -7.18181 -13.88333 1.62176
C26 -5.77694 -13.83407 0.42776
H28 -4.89165 -13.65972 1.03115
H29 -5.95364 -12.95762 -0.17633

Forces on atoms 1 to 3 (eV/Å):
-0.964 0.391 -0.354
0.566 -1.341 -2.989
0.630 -0.255 -0.755

Computed properties:
Spin multiplicity: 6
Total energy (a.u.): -4303.74743
E_LUMO (alpha / beta) (eV): 2.653 / 2.650
⟨S²⟩: 8.7573
Relative energy (zero: lowest compared OMol25 entry of this formula, charge and spin) (eV): 1.3441
Charge: -1

Entry from the OMol25 dataset: C24H39Br2InO16 as an isolated structure in a non-equilibrium geometry (ωB97M-V/def2-TZVPD).

Atoms and positions in Å:
In1 -13.38372 2.46548 18.37612
C1 -18.70928 -0.92965 22.55536
C2 -17.19335 -1.03117 22.78689
O1 -16.37815 -0.00703 22.24768
H1 -19.19074 -1.74907 23.08905
H2 -19.07938 -1.00714 21.53306
H3 -19.11714 0.03847 22.84604
H4 -16.85016 -2.00469 22.43677
H5 -17.11407 -1.01646 23.87390
Br1 -17.36077 -6.72009 24.66322
C3 -16.23200 -7.38074 23.13361
C4 -17.16139 -7.51637 21.83991
Br2 -16.21607 -8.63674 20.48543
H6 -15.71019 -8.28775 23.43885
H7 -15.45302 -6.67281 22.85053
H8 -17.37521 -6.53411 21.41855
H9 -18.08738 -8.03980 22.07795
C5 -16.67437 4.42887 26.61088
C6 -18.11676 4.45290 26.96663
C7 -18.68944 3.08279 27.40383
O2 -18.76569 3.23067 28.77185
C8 -18.62823 4.48781 29.17981
O3 -18.94117 4.85417 30.29315
O4 -18.28885 5.26857 28.05638
H10 -16.38256 5.45736 26.39845
H11 -16.41815 3.84756 25.72514
H12 -16.06563 4.09813 27.45240
H13 -18.68350 4.83477 26.11746
H14 -18.03266 2.22983 27.23292
H15 -19.66418 2.85371 26.97314
C9 -21.88391 6.67327 22.42103
C10 -22.07859 6.01568 21.00302
C11 -21.79487 6.93417 19.92787
O5 -20.93743 6.15882 19.04272
C12 -20.48050 5.14970 19.74639
O6 -19.55224 4.39929 19.37312
O7 -21.14832 5.01624 20.95861
H16 -20.87102 7.05867 22.53774
H17 -22.10303 5.94167 23.19874
H18 -22.40930 7.62384 22.51310
H19 -23.04699 5.54154 20.84335
H20 -21.33869 7.79913 20.40939
H21 -22.77634 7.14009 19.50079
C13 -25.39704 -1.28977 24.40793
C14 -26.38070 -0.17385 23.93726
C15 -26.02283 0.50029 22.63719
O8 -27.22084 0.69735 21.93774
C16 -28.14322 -0.06157 22.56042
O9 -29.31534 -0.10950 22.14489
O10 -27.65349 -0.65207 23.65407
H22 -25.50090 -1.77653 25.37765
H23 -24.48561 -0.70313 24.52297
H24 -25.34404 -2.12070 23.70447
H25 -26.50640 0.58101 24.71346
H26 -25.37916 -0.20055 22.10557
H27 -25.48216 1.42405 22.84324
C17 -11.91999 -2.71882 27.30490
C18 -11.16174 -1.60543 26.58961
C19 -11.85009 -0.23999 26.50077
O11 -10.87371 0.67939 26.97621
C20 -9.76640 0.04145 27.29232
O12 -8.71524 0.53920 27.75010
O13 -9.98141 -1.26790 27.23497
H28 -12.87056 -2.96025 26.82926
H29 -12.10955 -2.50033 28.35582
H30 -11.40264 -3.67763 27.27107
H31 -10.87309 -1.91467 25.58504
H32 -12.81798 -0.24344 27.00205
H33 -11.95649 0.11835 25.47687
C21 -21.48288 -4.35036 18.42239
C22 -20.60092 -4.19172 17.16260
C23 -21.23304 -3.33950 16.02229
O14 -20.31588 -2.26595 15.90629
C24 -19.26702 -2.45085 16.74219
O15 -18.31835 -1.69676 16.87903
O16 -19.47059 -3.48494 17.52991
H34 -21.02047 -5.02075 19.14685
H35 -22.47890 -4.65033 18.09669
H36 -21.62437 -3.35739 18.84910
H37 -20.29065 -5.18939 16.85196
H38 -22.20705 -3.00314 16.37768
H39 -21.27698 -3.89912 15.08796

Forces on atoms 1 to 3 (eV/Å):
-0.015 0.074 -0.135
-1.111 1.015 0.495
1.257 1.599 -4.548

Computed properties:
Total energy (a.u.): -7479.00763
E_LUMO (eV): -12.442
Charge: +2

Entry from the OMol25 dataset: a 2-piece molecular cluster, C6H13N3 overall (ωB97M-V/def2-TZVPD).

Atoms and positions in Å:
C1 0.58540 -1.79235 -2.86438
C2 -0.08301 -0.89833 -2.14547
N1 -0.26597 -0.88645 -0.77116
C3 0.11751 -2.06615 -0.02914
C4 -1.47385 -0.25494 -0.28698
H1 1.02060 -2.68332 -2.45079
H2 0.72635 -1.63821 -3.91806
H3 -0.50111 -0.02449 -2.62901
H4 1.15350 -2.31311 -0.25463
H5 0.03721 -1.85360 1.03671
H6 -0.51306 -2.93323 -0.26385
H7 -1.65692 0.66197 -0.84505
H8 -1.34842 0.00149 0.76622
H9 -2.35296 -0.90602 -0.38372
N2 1.65383 1.26810 0.33574
C5 0.94637 1.95093 1.05766
C6 0.38327 2.80583 1.86515
N3 0.32121 2.69423 3.27905
H10 1.24149 0.49756 -0.18931
H11 -0.03603 3.71550 1.46144
H12 0.65932 1.79445 3.59759
H13 -0.61474 2.86015 3.63198

Forces on atoms 1 to 3 (eV/Å):
0.054 -0.172 -0.096
-0.032 0.177 0.081
0.039 -0.093 0.047

Computed properties:
SMILES string: C=CN(C)C.N=C=CN
Total energy (a.u.): -400.59076
E_LUMO (eV): 0.739
Relative energy (zero: lowest compared OMol25 entry of this formula, charge and spin) (eV): 2.7824
Charge: 0

Entry from the OMol25 dataset: one molecule with the formula CH4N2S3 in a non-equilibrium geometry (ωB97M-V/def2-TZVPD).

Atoms and positions in Å:
S1 -2.45431 -0.11832 -0.01109
C1 -0.78332 -0.04908 0.03127
N1 -0.12622 1.05195 0.53539
S2 1.28193 1.75407 -0.10819
N2 0.00318 -1.06138 -0.49505
S3 1.49773 -1.62266 0.09117
H1 -0.80998 1.73544 0.89572
H2 0.70891 2.45671 -1.13249
H3 -0.57873 -1.75432 -0.95034
H4 1.03529 -2.28680 1.16691

Forces on atoms 1 to 3 (eV/Å):
0.928 -0.051 0.080
0.103 -0.020 -0.441
-1.082 0.463 0.337

Computed properties:
SMILES string: S=C(NS)NS
Total energy (a.u.): -1344.54862
E_LUMO (eV): 0.287
Relative energy (zero: lowest compared OMol25 entry of this formula, charge and spin) (eV): 0.0480
Charge: 0

Entry from the OMol25 dataset: C31H46BrN5O2S2SiTeTl as an isolated structure (ωB97M-V/def2-TZVPD).

Atoms and positions in Å:
Tl1 -0.03389 -0.21228 0.18467
N1 0.81659 -3.62032 1.05956
C1 -0.45613 -3.12834 1.13341
O1 -1.17401 -3.03231 0.14185
C2 -0.86395 -2.59443 2.47940
C3 -0.25429 -1.17624 2.56618
H1 1.29775 -3.41562 0.18391
H2 1.39165 -3.39930 1.85833
H3 -0.51949 -3.27568 3.27019
H4 -1.95347 -2.55937 2.50751
H5 0.71222 -1.22654 3.07842
H6 -0.90195 -0.55090 3.19218
C4 -0.61995 5.15347 -1.40346
Te1 -1.72232 3.56803 -0.51972
C5 -3.57724 4.28780 -1.32203
H7 -0.91350 6.10710 -0.97072
H8 -0.79316 5.14492 -2.47729
H9 0.42877 4.94405 -1.20980
H10 -3.56317 4.22832 -2.40838
H11 -3.75098 5.31524 -1.00827
H12 -4.38204 3.66209 -0.93915
C6 2.42155 3.90839 -5.09058
N2 1.67292 2.67665 -5.05696
C7 1.18788 1.97012 -6.15009
C8 0.60149 0.85597 -5.67358
N3 0.71106 0.89759 -4.30025
C9 1.39767 2.00456 -3.90368
S1 1.78333 2.43864 -2.34497
H13 2.40219 4.29906 -6.10635
H14 3.45202 3.73739 -4.77634
H15 1.97823 4.62846 -4.40325
H16 1.30125 2.32775 -7.15726
H17 0.11992 0.04571 -6.18609
H18 0.56639 0.11873 -3.66572
C10 3.40696 -1.48142 1.88496
Si1 3.68974 -1.19403 0.04169
C11 5.19257 -2.25648 -0.42432
C12 4.25007 0.60440 -0.08056
N4 2.26186 -1.61171 -0.77502
C13 2.10464 -1.76743 -2.10896
C14 3.11865 -1.52635 -3.07991
C15 2.94740 -1.82345 -4.41847
C16 1.74799 -2.34485 -4.89830
C17 0.71198 -2.52971 -3.98633
C18 0.87156 -2.24175 -2.64044
H19 4.18233 -0.97865 2.47031
H20 3.42948 -2.54339 2.14702
H21 2.43639 -1.08322 2.18805
H22 5.89713 -2.31532 0.41088
H23 5.73146 -1.85177 -1.28344
H24 4.88158 -3.27281 -0.67813
H25 4.95434 0.84477 0.72319
H26 3.39146 1.27565 0.00199
H27 4.72585 0.83447 -1.03632
H28 4.06716 -1.12080 -2.74774
H29 3.76739 -1.64151 -5.10645
H30 1.62363 -2.58675 -5.94667
H31 -0.23850 -2.93146 -4.32423
H32 0.06195 -2.44616 -1.94897
Br1 -7.15068 2.15219 2.18248
C19 -5.43316 1.50658 1.71256
C20 -5.19862 1.04867 0.42966
C21 -3.91904 0.59315 0.14013
N5 -2.92931 0.57509 1.02439
C22 -3.18249 1.01360 2.25115
C23 -4.42138 1.49549 2.65322
H33 -5.97495 1.04706 -0.32168
H34 -3.67571 0.23276 -0.85359
H35 -2.35474 0.97210 2.95032
H36 -4.58347 1.84671 3.66194
C24 6.86469 3.32024 4.00316
C25 5.45766 3.10178 3.51643
C26 4.92703 3.87157 2.48887
C27 3.63663 3.65597 2.02200
C28 2.87432 2.66170 2.60351
C29 3.38573 1.86084 3.61545
C30 4.67066 2.09298 4.07246
S2 1.24028 2.34079 1.95660
C31 0.30256 3.10788 3.28654
O2 1.05289 3.23837 0.78188
H37 7.30401 4.20818 3.54984
H38 7.49993 2.46801 3.75435
H39 6.89178 3.44285 5.08721
H40 5.53704 4.64262 2.03269
H41 3.22063 4.22187 1.19803
H42 2.79661 1.04433 4.01761
H43 5.08015 1.46788 4.85779
H44 0.65801 4.13063 3.40497
H45 0.42434 2.53280 4.20351
H46 -0.73631 3.10296 2.95805

Forces on atoms 1 to 3 (eV/Å):
-0.006 -0.175 -0.073
0.035 -0.058 0.006
-0.046 -0.035 -0.088

Computed properties:
Total energy (a.u.): -5733.55831
E_LUMO (eV): 2.028
Charge: -1

Entry from the OMol25 dataset: one molecule with the formula CH4O2S in a non-equilibrium geometry (ωB97M-V/def2-TZVPD).

Atoms and positions in Å:
C1 -0.86321 0.50026 -0.81935
O1 -0.78153 -0.04374 0.42559
O2 0.67095 0.25882 1.08511
S1 1.35368 -0.88913 1.88232
H1 0.05278 0.91887 -1.10297
H2 -1.65634 1.24010 -1.00820
H3 -0.85952 -0.39597 -1.47649
H4 2.08318 -1.58920 1.01399

Forces on atoms 1 to 3 (eV/Å):
0.046 -1.382 -1.607
0.528 -0.713 2.884
-0.989 1.518 -1.843

Computed properties:
SMILES string: COOS
Total energy (a.u.): -589.00175
E_LUMO (eV): -0.140
Relative energy (zero: lowest compared OMol25 entry of this formula, charge and spin) (eV): 4.5212
Charge: 0

Entry from the OMol25 dataset: one molecule with the formula C5H9NO in a non-equilibrium geometry (ωB97M-V/def2-TZVPD).

Atoms and positions in Å:
C1 2.27977 1.03964 0.04110
N1 1.74548 0.20231 0.78769
C2 0.85770 -0.85708 0.16705
C3 -0.55739 -0.80347 0.84357
C4 -1.44767 0.31549 0.33735
C5 -1.61518 0.34209 -1.15015
O1 -1.24394 1.29180 -1.94921
H1 2.42596 0.89219 -1.04985
H2 2.54680 2.03239 0.36596
H3 0.81171 -0.90540 -0.97606
H4 1.33562 -1.85213 0.39629
H5 -0.47953 -0.97453 1.94938
H6 -1.10005 -1.80224 0.48345
H7 -0.97221 1.34897 0.60989
H8 -2.40856 0.21420 0.81807
H9 -2.17850 -0.48424 -1.67452

Forces on atoms 1 to 3 (eV/Å):
0.241 0.463 -1.974
-2.448 -0.951 0.083
1.360 -1.142 0.388

Computed properties:
SMILES string: C=NCCCC=O
Total energy (a.u.): -325.82792
E_LUMO (eV): 0.674
Relative energy (zero: lowest compared OMol25 entry of this formula, charge and spin) (eV): 2.9832
Charge: 0

Entry from the OMol25 dataset: C29H27CsFIN5O3S3 as an isolated structure (ωB97M-V/def2-TZVPD).

Atoms and positions in Å:
Cs1 0.26822 -1.55982 -0.91254
C1 0.42605 -3.44787 3.21442
C2 1.47923 -4.42563 2.70525
S1 1.60093 -4.48683 0.89904
C3 3.38506 -4.32753 0.63534
C4 4.07578 -3.10113 1.22800
S2 3.36470 -1.54174 0.64169
C5 3.07338 -0.61548 2.16842
C6 2.20493 -1.27506 3.23581
S3 0.54695 -1.73045 2.65825
H1 0.40063 -3.47464 4.30652
H2 -0.56472 -3.75928 2.87430
H3 1.22769 -5.42050 3.08029
H4 2.46105 -4.18384 3.10977
H5 3.46971 -4.31627 -0.45258
H6 3.88257 -5.23279 0.99044
H7 5.12830 -3.14287 0.94279
H8 4.04310 -3.10603 2.31712
H9 2.58333 0.29650 1.81893
H10 4.03212 -0.32704 2.60477
H11 2.10091 -0.57438 4.06695
H12 2.68675 -2.16481 3.64036
C7 -2.87134 5.34670 -2.73519
C8 -2.33343 5.65073 -1.34248
C9 -1.38647 6.83895 -1.40588
C10 -0.79555 7.13962 -0.04227
C11 -0.09528 5.91946 0.48255
C12 0.98079 6.02525 1.33207
C13 1.59969 4.87790 1.81898
F1 2.65052 5.02956 2.66014
C14 1.17550 3.63102 1.47499
C15 0.08267 3.49699 0.60608
C16 -0.37198 2.13270 0.26784
O1 0.25340 1.14850 0.67276
C17 -1.58130 2.08214 -0.50879
C18 -2.12883 3.22837 -0.96497
N1 -1.63629 4.48728 -0.75452
C19 -0.55238 4.63772 0.10108
C20 -2.28413 0.76270 -0.83352
O2 -3.21022 0.42997 -0.08083
O3 -1.85538 0.16875 -1.85487
H13 -3.22216 6.27659 -3.18427
H14 -3.70797 4.65217 -2.73374
H15 -2.08264 4.93305 -3.36561
H16 -3.17041 5.91246 -0.68288
H17 -1.94001 7.69610 -1.79206
H18 -0.58577 6.61536 -2.11799
H19 -1.59654 7.43320 0.64490
H20 -0.09683 7.97602 -0.09131
H21 1.34771 6.99974 1.62992
H22 1.65472 2.74012 1.85505
H23 -3.03349 3.18058 -1.55160
N2 1.87801 -3.95779 -2.49801
C21 2.22591 -4.20490 -3.57728
C22 2.68396 -4.51250 -4.86550
C23 4.06982 -4.45909 -5.13119
N3 5.20637 -4.41978 -5.34289
C24 1.77923 -4.90612 -5.87427
N4 1.04057 -5.22985 -6.70298
I1 -4.12384 -6.69057 1.82801
C25 -3.72064 -4.97436 0.71627
C26 -4.74533 -4.27634 0.09500
C27 -4.41632 -3.14219 -0.62502
C28 -3.08670 -2.74948 -0.69748
N5 -2.10808 -3.42762 -0.09167
C29 -2.41806 -4.52161 0.59854
H24 -5.77121 -4.60930 0.17675
H25 -5.17955 -2.55274 -1.11347
H26 -2.80559 -1.84697 -1.23215
H27 -1.59182 -5.05099 1.06041

Forces on atoms 1 to 3 (eV/Å):
0.070 -0.131 -0.233
-0.069 0.029 0.025
0.056 -0.077 0.016

Computed properties:
Total energy (a.u.): -3233.19800
E_LUMO (eV): 1.681
Relative energy (zero: lowest compared OMol25 entry of this formula, charge and spin) (eV): 0.2687
Charge: -1

Q: Which of these has the highest total energy?
A: C5H9NO